A 3-piece molecular cluster, C49H85BrN4O6S overall in a non-equilibrium geometry, computed with ωB97M-V with the def2-TZVPD basis set.

The geometry in XYZ format:
```
146
Properties=species:S:1:pos:R:3:forces:R:3
C -3.34749 4.94249 1.23224 1.0 0.9 0.4
C -2.16477 4.48298 2.18151 -0.8 0.1 0.7
N -0.94089 4.00816 1.50276 -1.0 -0.3 -0.9
C -1.09727 2.69353 0.84045 0.7 0.1 -1.0
C 0.10494 1.75812 1.26793 -0.5 0.1 -0.4
C -0.27181 0.45236 2.06197 -0.5 -0.4 1.9
C 0.87237 0.34990 3.15651 0.9 0.0 -0.2
C 2.35064 0.31140 2.62787 0.8 0.7 1.4
C 3.29175 0.40633 3.92990 -0.1 -1.4 -0.6
C 3.38011 -1.07177 4.47718 0.6 0.1 0.0
C 4.27887 -1.98234 3.74525 -1.6 -1.1 2.4
C 4.34333 -3.36526 4.19919 -0.9 1.4 0.2
C 3.53449 -3.81818 5.32134 0.0 1.8 -0.5
C 2.67684 -2.88441 6.03605 0.6 0.6 -1.4
C 2.57739 -1.48672 5.61625 1.7 -1.7 -1.4
C -1.57374 0.58323 2.99988 -0.4 -0.4 -1.2
O -1.81641 1.43141 3.82392 0.3 -0.1 -0.6
N -2.44950 -0.52192 2.76964 -0.1 0.0 -0.8
C -1.76446 -1.68326 2.11057 -0.2 2.9 0.9
S -1.04559 -2.52023 3.64228 0.5 -0.7 0.0
C -2.63037 -2.73328 1.34980 -0.1 -0.5 -0.2
C -3.65861 -3.59658 2.18175 -0.3 -0.9 0.1
C -3.07980 -5.00225 2.66720 -0.9 0.3 -0.1
C -4.44065 -2.85164 3.32160 -0.8 0.0 -0.7
C -0.68038 -0.85916 1.25053 2.3 -2.0 -1.0
C -1.11526 -0.55810 -0.24228 -1.4 0.0 0.4
C -2.55540 0.06730 -0.45839 -0.4 -0.9 -1.7
C -3.21095 -0.71544 -1.69716 -0.1 1.0 0.6
Br -4.34860 0.61612 -2.67687 0.3 -0.7 0.2
C 0.51188 -1.92777 1.06582 1.2 0.8 -0.1
C 1.53886 -1.58511 -0.09138 0.4 -0.6 0.0
C 1.37342 -2.45965 -1.40335 1.7 0.9 0.2
C 2.66325 -2.14499 -2.29611 -1.0 1.3 1.3
O 2.29717 -2.17523 -3.69651 1.1 -2.2 0.9
C 2.39883 -3.48045 -4.15067 -0.6 1.0 -1.1
O 1.80782 -3.79817 -5.14248 0.4 -0.2 0.5
C -0.32641 5.01271 0.65865 1.0 1.4 0.4
C -0.81106 5.44756 -0.76211 -0.7 -1.8 -0.7
O 0.63578 5.60140 1.11153 -0.7 -0.3 -0.3
H -4.31658 4.68722 1.72084 0.6 0.2 -0.7
H -3.21434 4.51797 0.20810 -0.5 0.0 0.9
H -3.25426 6.06223 1.12462 -0.4 -1.1 0.0
H -2.58237 3.67242 2.84410 0.9 0.5 -0.7
H -1.84843 5.29682 2.88508 -0.5 -0.6 -0.8
H -1.01256 2.82383 -0.28275 -0.3 -0.1 1.0
H -2.11634 2.27543 1.01856 0.9 0.3 0.1
H 0.79137 2.40573 1.87962 -0.9 -0.7 -0.4
H 0.71412 1.48836 0.35659 -0.7 0.1 0.9
H 0.78953 1.29258 3.77331 -0.1 -0.9 -0.7
H 0.76087 -0.49016 3.88552 -0.1 0.5 -0.8
H 2.65237 1.17292 1.98244 -0.7 -0.6 0.3
H 2.65764 -0.63500 2.12687 -0.5 0.8 0.2
H 4.31477 0.75691 3.62412 -0.9 -0.4 0.3
H 2.88998 1.11648 4.69296 0.2 -0.6 -0.6
H 4.88023 -1.64423 2.86631 -0.6 -0.2 1.0
H 5.00444 -4.06162 3.62740 -0.7 0.5 0.8
H 3.58862 -4.88900 5.61703 -0.1 1.0 -0.2
H 2.05686 -3.23791 6.88931 0.6 0.2 -0.8
H 1.91723 -0.73844 6.11590 0.7 -0.9 -0.4
H -3.40995 -0.33855 2.49111 0.2 0.1 0.6
H -1.13623 -1.59323 4.64933 -0.2 -0.1 -1.0
H -3.20973 -2.30718 0.48204 0.8 0.1 1.0
H -1.92170 -3.47064 0.87032 -0.6 0.8 0.5
H -4.45648 -3.90409 1.44015 0.9 0.4 0.6
H -2.47189 -5.47976 1.85149 -0.3 0.5 0.9
H -3.96035 -5.68850 2.83684 0.8 0.7 -0.1
H -2.53817 -4.92819 3.63963 -0.2 -0.1 -1.0
H -3.81426 -2.28035 4.04135 -0.4 -0.7 -0.5
H -5.15963 -2.12752 2.83166 0.7 -0.5 0.5
H -5.10593 -3.59324 3.84911 0.8 0.7 -0.4
H -0.40669 0.12403 -0.78700 -0.4 -0.9 0.7
H -1.11919 -1.55439 -0.76919 0.1 1.0 0.5
H -2.54235 1.13509 -0.80222 0.2 -1.0 0.8
H -3.27080 -0.07214 0.38293 0.8 0.4 -0.5
H -3.92529 -1.50865 -1.37537 0.8 0.5 -0.4
H -2.44873 -1.07354 -2.42605 -0.7 0.2 0.6
H 0.12713 -2.96130 0.86145 0.0 1.0 0.2
H 1.12915 -2.02016 2.00205 -1.0 0.1 -0.8
H 2.57192 -1.83703 0.29681 -1.0 0.2 -0.4
H 1.59700 -0.48687 -0.33968 -0.2 -1.1 0.2
H 0.50034 -2.16734 -2.03252 0.5 -0.5 0.7
H 1.39120 -3.53265 -1.08944 -0.4 0.7 -0.5
H 3.53826 -2.78778 -2.02791 -0.7 0.3 -0.5
H 2.94270 -1.08256 -2.04742 -0.1 -1.0 -0.6
H 3.07997 -4.17298 -3.58923 -0.4 0.6 -0.1
H -1.38584 6.40282 -0.78313 0.7 -0.6 0.4
H -1.50960 4.65508 -1.16365 0.6 0.9 0.3
H 0.04401 5.46702 -1.49271 -0.7 0.3 1.0
C -0.39630 10.73491 1.14867 0.5 -0.1 0.1
C -1.77638 10.20478 1.62860 1.0 1.3 -1.4
C -2.48534 11.24271 2.52425 -0.2 -0.2 0.5
C -1.97742 11.29708 3.95816 0.0 0.0 0.0
C -1.97846 9.90241 4.56980 -0.3 0.3 -0.2
C -1.16879 8.89984 3.73304 1.7 -0.2 1.3
N -1.59045 8.88028 2.29520 -3.5 -0.1 0.9
O -2.74300 8.22525 2.22014 1.4 0.0 -0.3
C 0.32989 9.25056 3.86452 0.2 0.3 -0.2
C -1.27442 7.51084 4.38623 -0.5 -0.2 -0.4
C -2.60561 10.11959 0.32948 -0.4 -0.7 0.3
H 0.45185 10.20734 1.57882 -0.1 0.0 0.1
H -0.26742 10.60532 0.07117 -0.2 0.0 0.1
H -0.26879 11.79787 1.36631 0.0 0.0 0.0
H -3.55714 11.01479 2.56124 0.1 -0.2 -0.1
H -2.40729 12.23723 2.07675 0.1 -0.2 -0.2
H -0.97966 11.74320 3.99314 0.0 -0.1 0.0
H -2.62560 11.95205 4.54758 0.1 0.0 0.0
H -1.57502 9.95512 5.58515 0.1 -0.2 -0.1
H -3.01320 9.55926 4.67485 0.0 -0.1 -0.2
H 0.94134 8.59903 3.23496 -0.1 0.0 0.0
H 0.66847 9.11256 4.89403 -0.2 -0.1 0.0
H 0.56198 10.28573 3.61511 0.0 -0.1 -0.1
H -2.30739 7.17510 4.49356 0.0 0.1 -0.2
H -0.84811 7.52548 5.39140 0.1 0.2 -0.1
H -0.72668 6.76367 3.80708 0.0 0.1 0.0
H -2.21155 9.35578 -0.34553 0.0 0.0 0.1
H -2.57846 11.07631 -0.19762 0.2 0.0 0.2
H -3.65722 9.89575 0.51782 0.1 -0.1 0.1
C 1.96805 -9.72176 -8.93732 -0.1 0.3 -0.3
C 2.52008 -9.81510 -7.48727 -0.8 -1.1 -1.7
C 1.37018 -9.95158 -6.46645 0.0 0.4 0.5
C 0.65400 -8.64801 -6.13806 0.0 -0.1 0.0
C 1.66400 -7.57899 -5.73923 -0.2 -0.4 0.1
C 2.73842 -7.36527 -6.81560 -0.6 1.9 -0.8
N 3.40650 -8.64254 -7.22121 0.4 -1.0 3.4
O 4.24691 -8.98007 -6.25201 -0.2 0.4 -1.3
C 2.08058 -6.67468 -8.03044 -0.2 -0.1 -0.3
C 3.74742 -6.32129 -6.30752 0.5 -0.4 0.2
C 3.27304 -11.16239 -7.47067 0.6 0.3 0.5
H 2.10608 -8.74681 -9.39908 -0.1 0.0 0.2
H 2.48757 -10.40781 -9.61111 0.0 -0.1 0.2
H 0.90340 -9.96196 -8.98559 0.0 0.0 0.0
H 1.76712 -10.35627 -5.52796 0.2 0.1 -0.1
H 0.64041 -10.68419 -6.82198 0.2 0.0 -0.2
H 0.04701 -8.32135 -6.98692 0.0 0.1 0.0
H -0.04243 -8.81542 -5.31116 0.0 0.0 -0.1
H 1.13718 -6.64033 -5.54440 0.2 0.1 -0.2
H 2.13028 -7.86486 -4.78996 0.2 -0.1 -0.1
H 2.79543 -6.55674 -8.84894 0.0 -0.1 0.1
H 1.73175 -5.67476 -7.76158 0.1 -0.1 0.2
H 1.20484 -7.19887 -8.41248 0.1 0.0 0.0
H 4.20704 -6.60730 -5.35927 0.0 -0.2 -0.1
H 3.25634 -5.36145 -6.13369 -0.2 -0.3 -0.2
H 4.54344 -6.15521 -7.03808 0.0 -0.1 0.0
H 4.14997 -11.13692 -8.12187 -0.1 0.1 0.0
H 2.61878 -11.96342 -7.82352 -0.1 0.3 -0.1
H 3.60251 -11.44554 -6.46942 0.0 0.2 -0.1
```
Forces are in eV/Å.

Summary:
HOMO (spin up / spin down) in eV: -8.64 / -8.75
Strongest force on any atom in Eh/bohr: 0.070
2S+1: 3
E_tot in eV: -151307.38822